# 1
{"formula": "C5H11NO", "method": "ωB97M-V/def2-TZVPD", "elements": ["C", "C", "C", "C", "N", "C", "O", "H", "H", "H", "H", "H", "H", "H", "H", "H", "H", "H"], "xyz": [[1.760, 1.113, -0.796], [0.461, 0.825, -0.098], [-0.149, -0.368, -0.029], [0.346, -1.628, -0.700], [-1.272, -0.576, 0.811], [-2.375, -0.005, 0.560], [-2.676, 0.804, -0.470], [2.057, 0.311, -1.477], [1.704, 2.041, -1.375], [2.566, 1.246, -0.062], [0.040, 1.641, 0.490], [0.075, -1.651, -1.762], [1.432, -1.727, -0.629], [-0.110, -2.496, -0.219], [-3.234, -0.153, 1.212], [-1.862, 0.923, -0.992], [0.954, -0.006, 2.840], [0.282, -0.293, 2.695]], "nbo_charge": [-0.64, -0.26, 0.14, -0.66, -0.52, 0.43, -0.68, 0.21, 0.22, 0.22, 0.20, 0.22, 0.22, 0.23, 0.17, 0.49, -0.02, 0.02], "total_charge": 0, "lumo_energy_ev": 0.9, "relative_energy_kj_mol": 220.1, "smiles": "C/C=C(C)/N=C\\O.[H][H]", "homo_lumo_gap_ev": 9.587}

***

# 2
{"formula": "C3H34NO14S", "method": "ωB97M-V/def2-TZVPD", "elements": ["C", "C", "S", "N", "C", "O", "H", "H", "H", "H", "H", "H", "H", "H", "H", "H", "O", "H", "H", "O", "H", "H", "O", "H", "H", "O", "H", "H", "O", "H", "H", "O", "H", "H", "O", "H", "H", "O", "H", "H", "O", "H", "H", "O", "H", "H", "O", "H", "H", "O", "H", "H", "O"], "xyz": [[-0.709, 0.250, -2.440], [-0.220, -1.079, -1.779], [0.870, -1.976, -2.953], [-1.414, 0.951, -1.267], [-0.437, 1.508, -0.346], [-0.053, 2.793, -0.704], [-1.554, 0.130, -3.117], [0.238, 0.641, -2.801], [0.278, -0.936, -0.812], [-0.971, -1.730, -1.302], [2.054, -1.582, -2.468], [-1.915, 1.708, -1.744], [0.363, 0.746, -0.363], [-0.730, 1.667, 0.710], [0.279, -3.017, 2.671], [0.483, -3.780, 1.286], [0.030, -3.779, 2.137], [-3.377, 0.272, 1.506], [-2.865, -0.050, 2.783], [-3.621, 0.427, 2.421], [-2.993, -0.811, -1.052], [-4.251, 0.049, -0.604], [-3.946, -0.792, -0.941], [0.722, 3.077, -3.745], [0.502, 3.487, -2.248], [1.053, 3.643, -3.046], [1.969, 4.652, 0.059], [1.306, 3.358, -0.331], [2.066, 3.714, 0.273], [-2.410, -3.208, -1.267], [-2.165, -4.624, -0.876], [-1.995, -4.012, -1.601], [0.892, -0.518, 3.058], [0.191, -1.473, 4.137], [0.416, -1.377, 3.211], [-1.174, -1.528, 1.494], [-1.492, -0.274, 0.695], [-1.914, -0.967, 1.225], [2.550, -0.124, -0.083], [2.763, -1.146, 1.098], [2.426, -1.003, 0.216], [1.088, 1.957, 2.681], [2.156, 0.770, 2.215], [1.428, 1.019, 2.785], [2.131, -3.320, 0.163], [1.804, -4.612, -0.774], [2.098, -4.276, 0.071], [1.934, 1.872, -1.202], [3.177, 2.361, -0.995], [2.832, 1.480, -1.220], [-0.669, 2.918, 1.833], [0.560, 3.387, 1.215], [0.215, 3.159, 2.140]], "nbo_charge": [-0.25, -0.56, -0.08, -0.69, 0.08, -0.99, 0.21, 0.20, 0.25, 0.22, 0.14, 0.37, 0.13, 0.13, 0.49, 0.48, -1.00, 0.47, 0.48, -0.96, 0.49, 0.47, -0.97, 0.46, 0.51, -1.00, 0.46, 0.49, -1.02, 0.47, 0.47, -0.94, 0.52, 0.48, -1.02, 0.50, 0.48, -0.99, 0.51, 0.47, -0.99, 0.53, 0.47, -1.02, 0.50, 0.49, -0.98, 0.49, 0.50, -0.98, 0.47, 0.52, -0.97], "total_charge": -1, "lumo_energy_ev": 2.6, "relative_energy_kj_mol": 0.0, "homo_lumo_gap_ev": 8.676}

***

# 3
{"formula": "C25H17BBr4MnNO2P", "method": "ωB97M-V/def2-TZVPD", "elements": ["Mn", "C", "C", "C", "C", "C", "C", "P", "C", "C", "C", "C", "C", "C", "C", "C", "C", "C", "C", "C", "H", "H", "H", "H", "H", "H", "H", "H", "H", "H", "H", "H", "H", "H", "Br", "C", "C", "Br", "C", "Br", "C", "O", "C", "O", "C", "Br", "B", "C", "N", "H", "H", "H"], "xyz": [[-10.872, -10.765, -1.034], [-13.711, -17.898, -3.294], [-13.828, -17.299, -2.026], [-13.336, -16.032, -1.821], [-12.656, -15.362, -2.863], [-12.437, -16.040, -4.068], [-12.957, -17.296, -4.286], [-12.166, -13.629, -2.829], [-13.347, -13.126, -1.516], [-12.988, -12.812, -0.209], [-13.930, -12.437, 0.730], [-15.278, -12.449, 0.379], [-15.662, -12.871, -0.888], [-14.707, -13.185, -1.803], [-10.606, -13.743, -1.859], [-10.073, -15.008, -1.623], [-8.797, -15.138, -1.058], [-8.111, -14.020, -0.708], [-8.641, -12.748, -0.950], [-9.919, -12.543, -1.465], [-14.194, -18.842, -3.462], [-14.458, -17.816, -1.258], [-13.448, -15.568, -0.842], [-11.865, -15.542, -4.831], [-12.813, -17.784, -5.218], [-11.942, -12.892, 0.094], [-13.666, -12.060, 1.703], [-15.963, -12.087, 1.175], [-16.705, -12.791, -1.183], [-15.033, -13.481, -2.812], [-10.588, -15.912, -1.911], [-8.356, -16.130, -0.938], [-7.111, -14.145, -0.304], [-8.055, -11.873, -0.662], [-17.021, -8.263, 0.733], [-15.551, -9.000, -0.218], [-15.740, -9.523, -1.482], [-17.440, -9.431, -2.361], [-14.678, -10.055, -2.226], [-14.768, -10.591, -3.992], [-13.394, -10.057, -1.645], [-12.301, -10.495, -2.247], [-13.208, -9.585, -0.289], [-12.031, -9.773, 0.186], [-14.290, -8.994, 0.376], [-13.943, -8.039, 2.014], [-6.625, -9.127, 0.034], [-8.104, -9.352, -0.371], [-9.198, -9.688, -0.579], [-6.156, -8.248, -0.622], [-6.097, -10.193, -0.134], [-6.787, -8.792, 1.245]], "lowdin_spin": [3.97, 0.00, 0.00, 0.00, 0.00, 0.00, 0.00, 0.00, 0.00, 0.01, 0.00, 0.00, 0.00, 0.00, 0.00, -0.01, 0.02, -0.01, 0.01, -0.12, 0.00, 0.00, 0.00, 0.00, 0.00, 0.00, 0.00, 0.00, 0.00, 0.00, 0.00, 0.00, 0.00, 0.00, 0.00, 0.00, 0.00, 0.00, 0.00, 0.00, 0.01, 0.03, 0.00, 0.03, 0.00, 0.00, 0.00, 0.03, 0.01, 0.00, 0.00, 0.00], "spin_multiplicity": 5, "total_charge": -1, "lumo_energy_ev": [1.0, 2.2], "relative_energy_kj_mol": 0.0, "homo_lumo_gap_ev": [6.226, 7.578], "s2": 6.1469}

***

# 4
{"formula": "C2H5N3O", "method": "ωB97M-V/def2-TZVPD", "elements": ["C", "N", "N", "C", "N", "O", "H", "H", "H", "H", "H"], "xyz": [[-2.495, -0.365, 0.011], [-1.245, -0.449, 0.017], [-0.542, 0.684, -0.077], [0.810, 0.979, 0.042], [1.893, 0.272, 0.022], [1.623, -1.085, -0.060], [-3.015, 0.650, -0.134], [-3.107, -1.287, 0.258], [-1.002, 1.577, -0.062], [1.081, 2.050, 0.204], [2.420, -1.537, 0.174]], "nbo_charge": [-0.15, -0.19, -0.45, 0.18, -0.19, -0.58, 0.14, 0.20, 0.36, 0.20, 0.47], "total_charge": 0, "lumo_energy_ev": 0.9, "relative_energy_kj_mol": 430.6, "smiles": "C=NN/C=N\\O", "homo_lumo_gap_ev": 9.291}

***

# 5
{"formula": "C52H47BrCl5CsN6O2P2", "method": "ωB97M-V/def2-TZVPD", "elements": ["Cs", "Cl", "C", "C", "C", "Cl", "C", "Cl", "C", "Cl", "C", "Cl", "N", "N", "C", "O", "O", "H", "H", "H", "N", "C", "C", "N", "H", "H", "H", "H", "H", "H", "H", "H", "Br", "C", "C", "C", "C", "C", "N", "H", "H", "H", "H", "C", "P", "C", "C", "C", "C", "C", "C", "C", "C", "C", "C", "C", "C", "P", "C", "C", "C", "C", "C", "C", "C", "C", "C", "C", "C", "C", "H", "H", "H", "H", "H", "H", "H", "H", "H", "H", "H", "H", "H", "H", "H", "H", "H", "H", "H", "H", "H", "H", "N", "C", "C", "C", "C", "C", "C", "C", "C", "C", "C", "C", "C", "C", "H", "H", "H", "H", "H", "H", "H", "H", "H", "H"], "xyz": [[-1.023, 0.330, 1.412], [-2.131, -2.087, -0.148], [-1.303, -3.668, -0.372], [0.063, -3.689, -0.369], [0.626, -4.927, -0.509], [2.422, -5.070, -0.404], [-0.095, -6.104, -0.697], [0.689, -7.647, -0.928], [-1.490, -6.035, -0.708], [-2.437, -7.472, -0.940], [-2.108, -4.795, -0.528], [-3.854, -4.705, -0.512], [-3.938, 0.736, -1.890], [-3.539, 2.059, -1.571], [-2.202, 2.292, -1.139], [-1.783, 3.471, -1.244], [-1.583, 1.282, -0.689], [-4.456, 0.387, -1.096], [-3.095, 0.168, -1.904], [-3.788, 2.702, -2.302], [0.347, -3.700, 3.252], [1.030, -2.402, 3.422], [1.914, -2.111, 2.226], [2.277, -0.680, 2.183], [-0.289, -3.874, 4.019], [1.007, -4.467, 3.223], [1.632, -2.356, 4.339], [0.276, -1.618, 3.505], [1.363, -2.358, 1.321], [2.787, -2.777, 2.255], [2.847, -0.489, 1.369], [2.815, -0.411, 2.999], [-3.243, 3.318, 2.996], [-4.584, 2.238, 2.190], [-5.790, 2.821, 1.808], [-6.732, 2.000, 1.230], [-6.455, 0.656, 1.058], [-5.219, 0.186, 1.474], [-4.296, 0.973, 2.030], [-5.958, 3.878, 1.948], [-7.681, 2.412, 0.906], [-7.169, -0.015, 0.601], [-4.938, -0.857, 1.345], [0.389, 1.346, -2.853], [0.744, -0.003, -1.620], [2.362, 0.630, -0.995], [3.638, 0.082, -1.085], [4.721, 0.680, -0.439], [4.543, 1.828, 0.319], [3.269, 2.381, 0.427], [2.196, 1.788, -0.215], [0.985, -1.415, -2.794], [-0.165, -1.682, -3.554], [-0.253, -2.795, -4.379], [0.816, -3.682, -4.469], [1.951, -3.445, -3.710], [2.027, -2.335, -2.871], [1.721, 2.155, -3.814], [2.341, 0.784, -4.872], [1.516, -0.066, -5.614], [2.055, -1.099, -6.368], [3.435, -1.295, -6.397], [4.266, -0.463, -5.661], [3.716, 0.567, -4.897], [0.648, 3.106, -4.987], [1.076, 3.369, -6.294], [0.321, 4.157, -7.154], [-0.880, 4.713, -6.720], [-1.306, 4.479, -5.421], [-0.552, 3.687, -4.559], [-0.064, 2.146, -2.269], [-0.378, 0.969, -3.532], [3.816, -0.811, -1.666], [5.705, 0.231, -0.523], [5.384, 2.285, 0.827], [3.108, 3.273, 1.022], [1.202, 2.225, -0.109], [-1.032, -1.034, -3.460], [-1.167, -2.982, -4.931], [0.752, -4.562, -5.100], [2.772, -4.153, -3.724], [2.895, -2.242, -2.237], [0.439, 0.072, -5.585], [1.400, -1.764, -6.920], [3.855, -2.111, -6.976], [5.339, -0.623, -5.663], [4.358, 1.208, -4.298], [2.007, 2.937, -6.648], [0.669, 4.336, -8.165], [-1.473, 5.326, -7.389], [-2.233, 4.917, -5.065], [-0.899, 3.544, -3.539], [-1.195, 0.097, 4.047], [-0.735, 0.523, 5.137], [-1.510, 0.526, 6.469], [-1.263, 1.439, 7.497], [-2.033, 1.448, 8.660], [-3.060, 0.525, 8.823], [-3.313, -0.396, 7.804], [-2.550, -0.387, 6.644], [0.725, 1.014, 5.219], [1.202, 1.914, 4.267], [2.551, 2.244, 4.189], [3.465, 1.668, 5.068], [3.007, 0.772, 6.030], [1.649, 0.463, 6.110], [-0.455, 2.156, 7.378], [-1.831, 2.177, 9.440], [-3.656, 0.522, 9.728], [-4.114, -1.120, 7.919], [-2.749, -1.065, 5.818], [0.494, 2.324, 3.551], [2.896, 2.932, 3.423], [4.521, 1.905, 4.995], [3.710, 0.305, 6.711], [1.296, -0.242, 6.858]], "lowdin_charge": [1.05, 0.50, -0.66, -0.14, -0.68, 0.53, -0.71, 0.59, -0.72, 0.60, -0.70, 0.60, 0.01, -0.04, -0.77, -0.06, -0.58, 0.03, 0.03, 0.10, 0.01, -0.29, -0.29, 0.03, 0.05, 0.06, 0.10, 0.05, 0.06, 0.10, 0.03, 0.06, 0.75, -0.74, -0.11, -0.08, -0.07, -0.14, 0.04, 0.09, 0.10, 0.10, 0.11, -0.52, 1.06, -0.38, -0.10, -0.10, -0.10, -0.09, -0.13, -0.36, -0.14, -0.09, -0.11, -0.10, -0.10, 1.05, -0.39, -0.10, -0.09, -0.10, -0.10, -0.12, -0.37, -0.11, -0.11, -0.12, -0.09, -0.08, 0.01, 0.05, 0.08, 0.10, 0.09, 0.10, 0.10, 0.10, 0.10, 0.10, 0.10, 0.07, 0.11, 0.10, 0.09, 0.09, 0.09, 0.10, 0.09, 0.09, 0.10, 0.08, -0.17, -0.44, -0.17, -0.06, -0.12, -0.13, -0.11, -0.05, -0.19, -0.05, -0.10, -0.13, -0.11, -0.06, 0.11, 0.09, 0.08, 0.09, 0.10, 0.09, 0.08, 0.09, 0.09, 0.11], "total_charge": -2, "lumo_energy_ev": 3.7, "relative_energy_kj_mol": 0.0, "homo_lumo_gap_ev": 5.181}

***

# 6
{"formula": "C2Br2F4O2S", "method": "ωB97M-V/def2-TZVPD", "elements": ["C", "C", "O", "O", "F", "F", "F", "F", "S", "Br", "Br"], "xyz": [[-0.156, 1.245, -0.691], [-0.303, -0.164, -0.629], [-0.133, -0.055, 1.944], [-0.020, -2.281, 0.921], [-0.162, 1.737, -1.917], [0.886, 1.835, -0.067], [-0.722, -0.889, -1.658], [1.785, -0.673, 0.603], [0.218, -0.934, 0.949], [-1.881, 2.001, 0.206], [-2.929, -1.408, 1.189]], "nbo_charge": [0.62, 0.08, -0.86, -0.86, -0.29, -0.29, -0.25, -0.48, 2.41, -0.06, 0.00], "total_charge": 0, "lumo_energy_ev": [-2.3, -3.8], "relative_energy_kj_mol": 346.4, "homo_lumo_gap_ev": [8.779, 6.284]}

***

| no. | total energy (eV) |
| --- | --- |
| 1 | -8899.41643 |
| 2 | -44654.57288 |
| 3 | -353243.35485 |
| 4 | -8669.17927 |
| 5 | -219502.86865 |
| 6 | -167954.57731 |